Formula: C5H11O
Source: the Open Molecules 2025 dataset
Level of theory: the ωB97M-V functional and the def2-TZVPD basis

Each line ends with the Mulliken spin population.
Geometry (Å):
O1 -3.054 -1.108 -1.234  0.008
C1 1.551 0.866 -0.134  0.016
C2 0.044 1.336 -0.126  -0.056
C3 0.117 -0.879 0.931  -0.080
C4 -0.651 0.344 0.700  0.889
C5 1.521 -0.633 0.258  0.023
H1 -0.065 2.385 0.203  0.022
H2 -0.351 1.215 -1.151  0.072
H3 1.576 -1.247 -0.655  0.000
H4 0.113 -1.018 2.025  0.053
H5 -1.674 0.417 1.051  0.007
H6 2.339 -0.937 0.919  0.001
H7 2.068 1.438 0.645  -0.003
H8 -0.328 -1.777 0.459  0.054
H9 2.078 1.040 -1.078  -0.003
H10 -2.444 -0.608 -0.682  -0.001
H11 -2.837 -0.835 -2.131  -0.002

Results
E_LUMO (spin up / spin down): 0.91 / 0.65 eV
Max |F|: 0.0235 hartree/bohr
Kohn-Sham gap (spin up / spin down): 8.42 / 11.96 eV
Highest occupied orbital energy (spin up / spin down): -7.5 / -11.3 eV
Spin multiplicity: 2
Relative energy (zero: lowest compared OMol25 entry of this formula, charge and spin): 0.0 kcal per mole
Expectation value of S²: 0.754

=====

Formula: C5H11O
Source: the Open Molecules 2025 dataset
Level of theory: the ωB97M-V functional and the def2-TZVPD basis

Each line ends with the Mulliken charge.
Geometry (Å):
O1 1.315 -0.741 -0.027  -0.122
C1 -0.785 -0.879 -1.112  -1.428
C2 -0.780 -0.687 1.260  -1.286
C3 -0.158 1.375 -0.104  -1.774
C4 2.369 -0.116 -0.032  0.065
C5 -0.015 -0.113 0.036  1.268
H1 0.345 2.016 0.786  0.340
H2 -1.151 1.694 -0.152  0.476
H3 3.222 -0.609 -0.272  0.351
H4 -0.536 -1.806 1.436  0.365
H5 0.155 1.696 -0.992  0.603
H6 2.591 1.011 0.174  0.251
H7 -1.891 -0.398 1.284  0.347
H8 -1.877 -0.602 -1.228  0.376
H9 -0.317 -0.125 2.087  0.393
H10 -0.933 -1.981 -1.099  0.359
H11 -0.275 -0.552 -2.014  0.413

Results
E_LUMO: -6.07 eV
Total charge: +1
Max |F|: 0.1150 hartree/bohr
Kohn-Sham gap: 9.41 eV
Highest occupied orbital energy: -15.5 eV
Relative energy (zero: lowest compared OMol25 entry of this formula, charge and spin): 33.4 kcal per mole

=====

Formula: C5H11O2
Source: the Open Molecules 2025 dataset
Level of theory: the ωB97M-V functional and the def2-TZVPD basis

Each line ends with the Mulliken charge.
Geometry (Å):
O1 3.631 0.713 0.403  -0.890
O2 -3.178 -0.378 -0.551  -0.534
C1 1.334 -0.088 0.960  -0.464
C2 -1.745 -0.852 -0.738  -0.561
C3 -0.142 0.412 0.853  -0.645
C4 2.384 0.545 -0.121  -0.321
C5 -0.849 0.387 -0.592  -0.252
H1 2.239 -0.086 -1.082  0.070
H2 -0.730 -0.225 1.590  0.279
H3 1.719 0.120 2.009  0.268
H4 -3.640 -1.222 -0.304  0.287
H5 -1.391 1.389 -0.667  0.268
H6 1.349 -1.195 0.760  0.213
H7 2.088 1.496 -0.679  0.134
H8 -1.511 -1.477 0.016  0.441
H9 -0.001 0.326 -1.460  0.197
H10 -1.474 -1.405 -1.684  0.252
H11 -0.084 1.540 1.288  0.256

Results
E_LUMO: 3.13 eV
SMILES: [O-]CCCCCO
Total charge: -1
Max |F|: 0.0835 hartree/bohr
Kohn-Sham gap: 5.20 eV
Highest occupied orbital energy: -2.1 eV
Relative energy (zero: lowest compared OMol25 entry of this formula, charge and spin): 95.5 kcal per mole

=====

Formula: C5H11O2
Source: the Open Molecules 2025 dataset
Level of theory: the ωB97M-V functional and the def2-TZVPD basis

Each line ends with the Mulliken charge.
Geometry (Å):
O1 1.914 -1.702 1.531  -0.739
O2 3.560 -0.153 1.484  -0.721
C1 -2.701 -0.481 -1.870  -0.780
C2 1.245 0.499 1.007  -0.224
C3 -1.604 -1.377 -1.239  -0.458
C4 1.648 1.957 1.299  -0.961
C5 2.382 -0.544 1.437  0.478
H1 -0.959 -1.871 -1.937  0.300
H2 -0.995 -0.836 -0.490  -0.047
H3 -3.006 -0.824 -2.886  0.262
H4 1.449 2.275 2.327  0.260
H5 2.730 2.036 1.188  0.277
H6 1.127 2.608 0.437  0.211
H7 -2.133 -2.133 -0.652  0.261
H8 -3.664 -0.602 -1.330  0.228
H9 -2.390 0.569 -1.699  0.261
H10 0.345 0.230 1.474  0.326
H11 1.051 0.350 -0.081  0.068

Results
E_LUMO: 3.45 eV
Total charge: -1
Max |F|: 0.0512 hartree/bohr
Kohn-Sham gap: 7.18 eV
Highest occupied orbital energy: -3.7 eV
Relative energy (zero: lowest compared OMol25 entry of this formula, charge and spin): 18.1 kcal per mole

=====

Formula: C5H11O2
Source: the Open Molecules 2025 dataset
Level of theory: the ωB97M-V functional and the def2-TZVPD basis

Each line ends with the Mulliken charge.
Geometry (Å):
O1 -1.284 -2.023 2.894  -0.739
O2 -2.180 -2.533 0.889  -0.725
C1 0.977 0.492 -1.639  -1.067
C2 0.020 2.457 -0.090  -1.179
C3 -0.148 1.124 -0.823  0.070
C4 0.215 -2.105 1.027  -0.738
C5 -1.247 -2.253 1.666  0.589
H1 -0.596 0.408 -0.120  0.034
H2 0.414 -1.101 1.388  0.105
H3 -1.040 1.138 -1.480  0.270
H4 1.020 0.889 -2.650  0.357
H5 0.077 -2.164 -0.042  0.125
H6 0.983 -2.746 1.444  0.404
H7 0.774 -0.572 -1.619  0.255
H8 -0.018 3.286 -0.801  0.324
H9 1.958 0.752 -1.241  0.277
H10 -0.809 2.460 0.628  0.315
H11 0.885 2.491 0.568  0.324

Results
E_LUMO: 3.55 eV
Total charge: -1
Max |F|: 0.0369 hartree/bohr
Kohn-Sham gap: 7.34 eV
Highest occupied orbital energy: -3.8 eV
Relative energy (zero: lowest compared OMol25 entry of this formula, charge and spin): 15.6 kcal per mole

=====

Formula: C5H11O2
Source: the Open Molecules 2025 dataset
Level of theory: the ωB97M-V functional and the def2-TZVPD basis

Each line ends with the Mulliken charge.
Geometry (Å):
O1 -0.620 0.920 -0.693  -0.693
O2 -0.237 1.089 -2.801  -0.751
C1 -1.214 -0.885 -2.061  -0.815
C2 0.515 -1.551 2.716  -1.027
C3 -0.635 0.431 -1.834  0.518
C4 1.416 0.777 2.188  -1.239
C5 0.586 -0.358 1.673  -0.097
H1 -2.080 -1.004 -1.476  0.252
H2 1.271 -1.386 3.536  0.256
H3 -0.669 -1.761 -1.680  0.202
H4 -0.454 -1.354 3.234  0.255
H5 0.584 -2.563 2.354  0.320
H6 2.396 0.323 2.455  0.343
H7 -0.356 -0.074 1.432  0.412
H8 0.956 1.348 3.033  0.269
H9 1.121 -0.672 0.808  0.180
H10 1.438 1.521 1.311  0.323
H11 -1.360 -0.931 -3.148  0.292

Results
E_LUMO: 3.76 eV
Total charge: -1
Max |F|: 0.0792 hartree/bohr
Kohn-Sham gap: 7.15 eV
Highest occupied orbital energy: -3.4 eV
Relative energy (zero: lowest compared OMol25 entry of this formula, charge and spin): 25.2 kcal per mole

=====

Formula: C5H11O2
Source: the Open Molecules 2025 dataset
Level of theory: the ωB97M-V functional and the def2-TZVPD basis

Each line ends with the Mulliken charge.
Geometry (Å):
O1 0.579 0.763 -1.571  -0.711
O2 2.427 -0.074 -0.610  -0.739
C1 -1.916 -1.184 -0.614  -0.743
C2 1.378 1.737 0.477  -0.430
C3 0.375 1.408 1.609  -0.621
C4 -0.642 -2.019 -0.832  -0.829
C5 1.423 0.667 -0.652  0.449
H1 1.241 2.805 0.242  0.329
H2 -2.720 -1.833 -0.268  0.309
H3 0.865 0.816 2.389  0.248
H4 2.373 1.884 0.923  0.309
H5 -0.345 0.690 1.213  -0.118
H6 -0.460 -2.629 0.059  0.229
H7 -2.151 -0.833 -1.624  0.198
H8 0.244 -1.457 -1.105  0.247
H9 -0.143 2.253 2.054  0.322
H10 -0.723 -2.690 -1.697  0.331
H11 -1.804 -0.305 0.006  0.220

Results
E_LUMO: 4.12 eV
Total charge: -1
Max |F|: 0.0415 hartree/bohr
Kohn-Sham gap: 8.13 eV
Highest occupied orbital energy: -4.0 eV
Relative energy (zero: lowest compared OMol25 entry of this formula, charge and spin): 15.0 kcal per mole

=====

Formula: C5H11O2
Source: the Open Molecules 2025 dataset
Level of theory: the ωB97M-V functional and the def2-TZVPD basis

Each line ends with the Mulliken charge.
Geometry (Å):
O1 1.300 -2.698 2.715  -0.508
O2 -1.451 0.850 0.544  -0.821
C1 0.893 1.271 -1.130  -1.034
C2 -0.538 1.149 -1.677  -0.421
C3 -0.088 -1.406 1.338  -0.748
C4 -1.481 1.667 -0.568  -0.591
C5 0.812 -2.377 1.434  0.148
H1 -0.549 -1.160 0.394  0.227
H2 -0.594 1.759 -2.592  0.348
H3 1.713 0.862 -1.743  0.312
H4 -0.733 0.102 -1.926  0.278
H5 1.195 -3.003 0.640  0.308
H6 0.917 0.781 -0.156  0.196
H7 -0.574 -0.962 2.195  0.211
H8 1.123 2.329 -0.977  0.324
H9 -2.523 1.745 -0.944  0.260
H10 -1.102 2.671 -0.265  0.209
H11 1.681 -3.577 2.716  0.302

Results
E_LUMO: 3.38 eV
Total charge: -1
Max |F|: 0.0372 hartree/bohr
Kohn-Sham gap: 5.62 eV
Highest occupied orbital energy: -2.2 eV
Relative energy (zero: lowest compared OMol25 entry of this formula, charge and spin): 77.9 kcal per mole

=====

Formula: C5H11O2
Source: the Open Molecules 2025 dataset
Level of theory: the ωB97M-V functional and the def2-TZVPD basis

Each line ends with the Mulliken charge.
Geometry (Å):
O1 -0.846 2.293 -0.464  -0.759
O2 -1.597 1.455 1.491  -0.761
C1 1.718 -1.082 0.977  -0.636
C2 -2.424 0.012 -1.311  -1.390
C3 -1.195 1.378 0.315  0.631
C4 -1.230 -0.040 -0.357  -0.024
C5 2.660 -0.033 0.439  -0.836
H1 2.441 0.973 0.789  0.290
H2 -2.843 -0.882 -1.802  0.376
H3 -1.403 -0.907 0.281  0.239
H4 -2.214 0.652 -2.179  0.320
H5 1.986 -2.107 0.730  0.295
H6 3.723 -0.239 0.550  0.340
H7 1.770 -1.128 2.089  0.261
H8 0.662 -0.811 0.977  0.068
H9 -3.305 0.502 -0.894  0.320
H10 2.445 0.052 -0.632  0.233
H11 -0.348 -0.088 -0.999  0.033

Results
E_LUMO: 3.90 eV
Total charge: -1
Max |F|: 0.0582 hartree/bohr
Kohn-Sham gap: 7.83 eV
Highest occupied orbital energy: -3.9 eV
Relative energy (zero: lowest compared OMol25 entry of this formula, charge and spin): 16.6 kcal per mole

=====

Formula: C5H11O2
Source: the Open Molecules 2025 dataset
Level of theory: the ωB97M-V functional and the def2-TZVPD basis

Each line ends with the Mulliken charge.
Geometry (Å):
O1 0.995 3.503 -2.072  -0.747
O2 -0.102 2.923 -0.182  -0.724
C1 0.771 2.780 -1.070  0.446
C2 -0.965 -1.213 1.739  -0.529
C3 0.884 0.281 -1.420  -0.931
C4 1.674 1.525 -0.931  -0.335
C5 -1.741 -2.386 1.176  -0.839
H1 -1.072 -3.210 0.925  0.264
H2 1.517 -0.605 -1.376  0.297
H3 -2.280 -2.103 0.270  0.276
H4 -2.516 -2.733 1.863  0.294
H5 0.090 0.165 -0.684  0.015
H6 -1.620 -0.415 2.078  0.273
H7 -0.334 -0.750 0.989  -0.023
H8 1.945 1.433 0.124  0.292
H9 -0.256 -1.439 2.525  0.311
H10 2.543 1.657 -1.579  0.280
H11 0.465 0.586 -2.376  0.382

Results
E_LUMO: 3.46 eV
Total charge: -1
Max |F|: 0.0363 hartree/bohr
Kohn-Sham gap: 7.27 eV
Highest occupied orbital energy: -3.8 eV
Relative energy (zero: lowest compared OMol25 entry of this formula, charge and spin): 8.3 kcal per mole

=====

Formula: C5H11O2
Source: the Open Molecules 2025 dataset
Level of theory: the ωB97M-V functional and the def2-TZVPD basis

Each line ends with the Mulliken charge.
Geometry (Å):
O1 1.655 2.520 1.055  -0.707
O2 0.080 1.430 2.127  -0.696
C1 -0.540 -2.711 1.105  -0.883
C2 -0.275 -2.713 -0.485  -0.595
C3 0.278 2.802 -1.224  -0.932
C4 0.661 1.785 1.121  0.524
C5 -0.094 1.463 -0.355  -0.294
H1 -0.909 -3.648 1.547  0.316
H2 -1.184 1.247 -0.301  0.303
H3 0.418 -2.381 1.528  0.240
H4 0.747 3.578 -0.587  0.273
H5 -0.537 3.269 -1.796  0.266
H6 -1.229 -2.360 -0.860  0.230
H7 0.208 -3.693 -0.766  0.297
H8 0.379 -1.835 -0.599  0.105
H9 0.541 0.766 -0.965  0.037
H10 -1.273 -1.989 1.374  0.296
H11 1.072 2.471 -1.918  0.220

Results
E_LUMO: 3.69 eV
Total charge: -1
Max |F|: 0.0628 hartree/bohr
Kohn-Sham gap: 7.52 eV
Highest occupied orbital energy: -3.8 eV
Relative energy (zero: lowest compared OMol25 entry of this formula, charge and spin): 34.2 kcal per mole

=====

Formula: C5H11O2
Source: the Open Molecules 2025 dataset
Level of theory: the ωB97M-V functional and the def2-TZVPD basis

Each line ends with the Mulliken charge.
Geometry (Å):
O1 1.693 0.147 1.423  -0.740
O2 0.932 0.196 -0.703  -0.716
C1 -1.573 1.877 -1.082  -0.684
C2 -1.464 2.452 0.342  -0.692
C3 0.560 -2.657 0.410  -1.086
C4 1.811 -1.827 0.100  -0.244
C5 1.467 -0.344 0.300  0.446
H1 -2.553 2.079 -1.535  0.324
H2 -0.747 2.193 -1.717  0.223
H3 -2.469 2.574 0.760  0.291
H4 -0.877 3.370 0.367  0.208
H5 -0.135 -2.688 -0.433  0.251
H6 0.036 -2.209 1.258  0.297
H7 2.165 -1.933 -0.927  0.230
H8 -1.382 0.808 -1.046  0.142
H9 0.784 -3.675 0.754  0.313
H10 -0.864 1.762 0.945  0.174
H11 2.615 -2.126 0.783  0.263

Results
E_LUMO: 4.22 eV
Total charge: -1
Max |F|: 0.0141 hartree/bohr
Kohn-Sham gap: 8.23 eV
Highest occupied orbital energy: -4.0 eV
Relative energy (zero: lowest compared OMol25 entry of this formula, charge and spin): 6.4 kcal per mole